# 1
{"formula": "C33H43N5P2Pt", "method": "ωB97M-V/def2-TZVPD", "relative_energy_kj_mol": 0.0, "homo_lumo_gap_ev": [4.35, 5.93], "total_energy_ha": -2358.932460, "e_homo_ev": [-3.72, -7.97], "lumo_energy_ev": [0.624, -2.043], "s_squared": 2.017, "spin_multiplicity": 3, "mol_weight_g_mol": 766.77, "species": ["Pt", "C", "C", "C", "C", "C", "C", "C", "C", "C", "H", "H", "H", "H", "H", "H", "H", "H", "H", "H", "H", "H", "H", "H", "H", "P", "P", "N", "N", "N", "N", "C", "C", "C", "C", "C", "C", "C", "C", "C", "C", "C", "C", "C", "C", "C", "C", "C", "C", "H", "H", "H", "H", "H", "H", "H", "H", "H", "H", "H", "H", "H", "H", "H", "H", "H", "H", "H", "H", "C", "C", "C", "C", "C", "C", "N", "H", "H", "H", "H", "H", "H", "H", "H"], "coordinates": [[-1.43605, -1.57238, 0.15882], [4.95126, 2.08395, -0.38230], [4.09196, 2.60501, 0.50169], [3.47631, 3.95667, 0.33637], [3.03883, 4.32117, -1.09251], [2.38830, 3.20985, -1.88812], [3.09401, 2.43456, -2.70098], [4.58332, 2.62878, -2.88024], [5.45463, 2.79953, -1.59794], [-2.40762, -2.75184, -1.26947], [5.44166, 1.12225, -0.21827], [3.90632, 2.10829, 1.45785], [4.19097, 4.72312, 0.69479], [2.60660, 4.01508, 1.00894], [2.30727, 5.14005, -1.01230], [3.90171, 4.75082, -1.62573], [1.29792, 3.16600, -1.83708], [2.63550, 1.70062, -3.37464], [4.80091, 3.51741, -3.50640], [4.99191, 1.76630, -3.43235], [6.44205, 2.35387, -1.82416], [5.65151, 3.87196, -1.40296], [-2.36250, -3.77278, -0.87006], [-2.03066, -2.74339, -2.29805], [-3.45088, -2.40879, -1.25785], [-1.63044, 0.22172, -1.14687], [-0.25062, -0.26392, 1.52091], [-1.15259, 0.05403, -2.76958], [-3.26631, 0.76179, -1.32060], [1.39686, -0.48838, 0.97733], [-0.36277, -0.52152, 3.21349], [-0.70565, 1.60144, -0.44433], [-0.52244, 1.47507, 1.08109], [-0.53633, -1.06237, -3.36651], [-0.35024, -0.78894, -4.70936], [-0.84475, 0.53438, -4.95016], [-1.31416, 1.03436, -3.75255], [-4.29794, 0.06411, -1.97422], [-5.47567, 0.79397, -1.86127], [-5.17276, 1.97730, -1.10348], [-3.82119, 1.93699, -0.79914], [1.79753, -1.40381, -0.00662], [3.17174, -1.34126, -0.13186], [3.64567, -0.40861, 0.82344], [2.53807, 0.15991, 1.44016], [0.62003, -0.41830, 4.21141], [0.03602, -0.64132, 5.44601], [-1.35100, -0.92883, 5.22209], [-1.57669, -0.83437, 3.86059], [-1.24529, 2.52016, -0.69511], [0.26442, 1.62369, -0.96720], [0.32098, 2.08026, 1.43938], [-1.42004, 1.80028, 1.63331], [-0.31424, -1.95117, -2.78223], [0.08486, -1.46488, -5.43462], [-0.85616, 1.03852, -5.90121], [-1.75172, 1.98290, -3.49479], [-4.11068, -0.86972, -2.46940], [-6.42960, 0.54085, -2.29532], [-5.86562, 2.76964, -0.84004], [-3.19313, 2.64311, -0.26832], [1.06459, -2.02742, -0.50722], [3.77267, -1.90322, -0.83066], [4.67023, -0.13886, 1.02385], [2.44731, 1.00976, 2.12530], [1.64718, -0.19471, 3.94636], [0.51592, -0.59830, 6.41180], [-2.09354, -1.17728, 5.96669], [-2.48419, -0.94687, 3.28248], [0.37615, -3.93441, 2.09455], [-1.09281, -3.96171, 2.18479], [-1.86247, -4.85158, 2.97431], [-3.20418, -4.54211, 2.77347], [-3.24787, -3.45553, 1.87106], [-4.47794, -2.84148, 1.35579], [-1.95459, -3.11626, 1.53285], [0.82135, -3.24585, 2.82720], [0.72909, -3.67334, 1.09333], [0.75036, -4.93638, 2.34918], [-1.41158, -5.62847, 3.58499], [-4.11322, -4.99220, 3.17598], [-5.27991, -3.03324, 2.08518], [-4.40866, -1.75884, 1.19991], [-4.78728, -3.30489, 0.40735]], "atomic_forces_ev_per_a": [[-0.89, 0.38, -0.39], [0.13, 0.33, 0.61], [1.16, -0.19, -0.15], [-0.25, 0.24, 0.42], [-0.30, 0.56, -0.11], [0.02, 0.44, -0.01], [0.22, 0.24, -0.48], [0.62, -0.22, -0.24], [0.50, -0.03, -0.37], [-0.10, -0.34, 0.03], [-0.40, 0.28, 0.09], [0.13, 0.16, -0.60], [-0.31, -0.18, -0.08], [0.15, 0.06, -0.15], [0.21, -0.12, 0.00], [-0.48, -0.26, 0.01], [0.32, -0.22, -0.04], [-0.05, 0.21, 0.48], [-0.32, -0.40, 0.07], [-0.25, 0.28, 0.11], [-0.35, 0.34, 0.01], [-0.19, -0.58, 0.03], [-0.15, 0.04, -0.35], [-0.29, -0.09, 0.29], [0.11, -0.34, -0.21], [-0.44, -2.22, 1.81], [-0.22, -1.61, -1.99], [0.38, 0.00, -1.02], [-1.38, 1.03, -1.01], [0.89, 0.41, 0.55], [0.34, 0.17, 1.27], [0.17, 0.57, -0.11], [0.11, 0.53, 0.63], [-0.10, 0.51, -0.49], [-0.26, 0.11, 1.07], [-0.15, 0.05, 0.79], [0.36, -0.81, -0.47], [-0.20, 1.16, 0.46], [1.24, 0.06, 0.37], [0.71, -0.42, -0.13], [-0.41, -0.43, -0.41], [0.58, 0.23, 0.37], [-0.80, -0.13, 0.43], [-0.90, 0.70, 0.67], [0.49, -0.77, -0.12], [-0.51, 0.13, 0.35], [-0.09, -0.07, -0.95], [0.30, 0.28, -1.12], [0.57, 0.05, 0.35], [0.35, 0.10, 0.03], [-0.25, -0.04, 0.29], [-0.11, 0.12, -0.20], [0.25, -0.08, -0.27], [-0.02, 0.47, -0.13], [-0.07, 0.12, 0.15], [0.00, 0.12, 0.02], [-0.11, 0.05, -0.09], [0.11, -0.03, -0.07], [0.05, -0.11, 0.06], [0.22, -0.18, -0.02], [-0.32, -0.15, -0.04], [0.05, 0.29, 0.13], [-0.10, -0.06, 0.07], [-0.12, -0.04, -0.04], [0.04, -0.70, -0.23], [-0.27, -0.07, 0.08], [0.14, -0.07, -0.15], [0.06, 0.08, -0.10], [0.20, -0.01, 0.02], [0.33, -0.45, 0.00], [-1.32, 1.31, -0.72], [-1.53, -0.76, 0.61], [0.80, -1.10, 0.90], [1.78, 0.18, -0.47], [-0.64, 0.24, 0.21], [0.09, 0.10, 0.05], [-0.17, 0.07, -0.19], [-0.16, 0.16, 0.17], [-0.03, 0.23, -0.04], [-0.32, 0.13, -0.06], [0.56, -0.03, 0.02], [0.15, 0.04, -0.26], [0.27, -0.18, -0.11], [0.19, 0.12, 0.14]], "lowdin_charge": [0.757, -0.115, -0.124, -0.186, -0.193, -0.111, -0.100, -0.184, -0.198, -0.346, 0.087, 0.077, 0.122, 0.102, 0.110, 0.098, 0.084, 0.105, 0.117, 0.104, 0.109, 0.105, -0.020, -0.037, -0.051, 0.745, 0.750, -0.223, -0.221, -0.222, -0.230, -0.357, -0.345, -0.138, -0.087, -0.093, -0.127, -0.130, -0.093, -0.100, -0.143, -0.166, -0.077, -0.116, -0.166, -0.128, -0.093, -0.089, -0.142, 0.072, 0.067, 0.077, 0.087, 0.079, 0.093, 0.089, 0.108, 0.092, 0.087, 0.089, 0.091, 0.047, 0.095, 0.085, 0.098, 0.091, 0.091, 0.093, 0.090, -0.018, -0.290, -0.007, -0.013, -0.310, -0.034, -0.099, 0.094, 0.061, 0.090, 0.112, 0.114, 0.089, 0.076, 0.095]}

# 2
{"formula": "C4H6MgO4V", "method": "ωB97M-V/def2-TZVPD", "homo_lumo_gap_ev": [5.28, 5.26], "total_energy_ha": -1600.904853, "e_homo_ev": [-7.08, -7.05], "lumo_energy_ev": [-1.804, -1.790], "s_squared": 3.760, "spin_multiplicity": 4, "mol_weight_g_mol": 193.34, "species": ["O", "Mg", "O", "C", "C", "O", "C", "C", "O", "V", "H", "H", "H", "H", "H", "H"], "coordinates": [[4.16828, 0.71269, 1.23648], [3.26001, -0.18511, -0.13391], [0.93010, 2.00499, 0.02276], [1.44136, 1.00253, 0.73225], [0.67117, -0.11066, 0.96027], [-0.65693, -0.07919, 0.50417], [-1.09495, -1.03825, -0.46773], [-2.38947, -0.47648, -1.05516], [-2.23593, 0.84774, -1.45336], [-0.92247, 1.70869, -0.36982], [3.33600, 1.38596, 1.78580], [0.90468, -0.91493, 1.66263], [-1.22561, -2.02140, 0.00724], [-0.32003, -1.12537, -1.24903], [-3.18424, -0.57593, -0.28613], [-2.68196, -1.13529, -1.89647]], "atomic_forces_ev_per_a": [[-2.24, 2.13, 1.94], [-0.60, 1.83, 2.24], [-0.12, -0.02, -0.16], [0.05, -0.73, -0.50], [1.03, -0.46, -0.29], [-0.93, -0.02, 0.58], [0.00, -0.49, -0.40], [-0.41, -0.72, 0.15], [0.41, 0.12, 0.15], [-0.78, 0.97, -0.50], [3.52, -3.41, -3.02], [-0.03, 0.24, -0.27], [-0.04, 0.22, -0.06], [-0.14, 0.09, 0.20], [0.21, 0.04, -0.26], [0.07, 0.20, 0.18]], "lowdin_charge": [-0.648, 1.020, -0.326, -0.413, -0.231, -0.279, -0.177, -0.339, -0.360, 1.043, 0.111, 0.102, 0.133, 0.126, 0.119, 0.119]}

# 3
{"formula": "C5H6FNS", "method": "ωB97M-V/def2-TZVPD", "relative_energy_kj_mol": 62.1, "homo_lumo_gap_ev": 7.66, "smiles": "C=C(F)C(=S)/C=C\\N", "total_energy_ha": -746.877831, "e_homo_ev": -8.32, "lumo_energy_ev": -0.661, "spin_multiplicity": 1, "mol_weight_g_mol": 131.17, "species": ["C", "C", "C", "C", "C", "H", "H", "H", "H", "H", "H", "N", "F", "S"], "coordinates": [[-1.09062, 1.73492, -0.91321], [0.17552, 1.32320, -0.63084], [0.64740, 0.06099, -0.10150], [-0.24672, -0.78195, 0.74445], [-1.05780, -0.32877, 1.69815], [-3.12132, 1.54763, -1.12053], [-2.34587, 0.24701, -0.24914], [-1.18056, 2.67937, -1.41879], [0.97503, 1.96745, -0.99373], [-1.62437, -1.02101, 2.35033], [-1.20238, 0.75112, 1.85281], [-2.29835, 1.16293, -0.67545], [-0.09719, -2.09970, 0.58159], [2.18100, -0.46657, -0.35683]], "atomic_forces_ev_per_a": [[-0.12, -0.25, 0.19], [0.16, -0.09, -0.05], [0.09, -0.04, -0.08], [-0.13, 0.43, 0.36], [-0.52, 0.05, 0.32], [0.34, -0.23, 0.21], [-0.13, 0.26, -0.15], [0.03, 0.30, -0.16], [-0.26, -0.11, 0.09], [0.54, 0.45, -0.51], [0.22, -0.67, -0.17], [0.09, -0.08, -0.06], [0.00, -0.13, -0.05], [-0.31, 0.11, 0.06]], "lowdin_charge": [-0.177, -0.167, -0.727, -0.433, 0.075, 0.104, 0.079, 0.114, 0.089, 0.089, 0.087, 0.090, 0.038, 0.738]}

# 4
{"formula": "C4H12", "method": "ωB97M-V/def2-TZVPD", "relative_energy_kj_mol": 110.9, "homo_lumo_gap_ev": 12.12, "smiles": "CC.CC", "total_energy_ha": -159.542727, "e_homo_ev": -11.04, "lumo_energy_ev": 1.078, "spin_multiplicity": 1, "mol_weight_g_mol": 60.14, "species": ["C", "C", "H", "H", "H", "H", "H", "H", "C", "C", "H", "H", "H", "H", "H", "H"], "coordinates": [[1.38679, -2.51097, 0.61027], [0.64952, -1.20038, 0.12521], [1.85991, -2.25430, 1.49787], [0.53575, -3.11921, 0.78954], [2.02661, -2.86678, -0.26194], [0.59458, -1.23820, -0.95817], [1.17778, -0.25314, 0.30615], [-0.31586, -1.00664, 0.57860], [-1.14650, 2.52490, 0.03186], [-0.84331, 1.15366, -0.73185], [-2.09230, 2.82359, -0.45529], [-1.47330, 2.42013, 1.05174], [-0.26445, 3.13484, 0.09922], [0.22979, 1.01909, -0.89606], [-1.23334, 1.22080, -1.74724], [-1.32412, 0.31650, -0.21738]], "atomic_forces_ev_per_a": [[-1.22, 1.87, -3.06], [1.46, -0.03, -0.06], [1.35, -0.19, 1.51], [-0.16, -1.43, 0.24], [-0.60, 0.18, 1.65], [-0.62, -0.01, -0.12], [0.39, -0.53, 0.23], [-0.07, -0.66, 0.00], [-1.05, -2.13, -0.94], [-0.08, 1.48, 0.45], [0.94, 1.17, 0.03], [0.12, -0.68, 0.63], [-0.10, 0.86, -0.71], [-0.34, -0.17, 0.46], [-0.30, 0.01, 0.05], [0.30, 0.28, -0.37]], "lowdin_charge": [-0.126, -0.194, 0.028, 0.042, 0.090, 0.061, 0.056, 0.042, -0.132, -0.166, 0.064, 0.040, 0.050, 0.040, 0.059, 0.045]}